The following is a quantum chemistry calculation of a molecular structure, C10H9Cl2O4Re, from the Open Molecules 2025 dataset.

```
26
Properties=species:S:1:pos:R:3:forces:R:3
O 3.242809 0.905793 1.082284 0.62 0.46 -1.23
C -0.452821 1.028043 -0.253681 -4.36 0.20 -1.58
H -4.168331 1.131147 -1.608636 0.14 -0.08 0.00
O 1.053224 -1.353310 -1.098887 0.54 -1.52 -0.95
C 2.599086 -0.408306 2.995559 0.37 0.22 1.24
C -2.670695 2.130786 -0.441911 1.21 -0.10 0.42
H 2.804062 -0.438166 4.069813 0.04 0.12 -0.42
H -0.997488 2.899970 0.654389 0.03 -0.25 -0.15
H 1.576498 -1.052989 1.392303 -0.17 0.42 -2.98
Re 2.113228 -0.213826 -0.015644 0.92 0.69 1.76
C -2.309120 0.041488 -1.549335 -0.38 0.64 0.25
C -3.150688 1.105991 -1.235689 0.20 -0.92 -0.48
H 0.012902 -3.057937 -2.511465 -0.10 0.20 0.08
O 4.096678 1.427470 3.131362 -2.70 -2.46 -3.36
C -0.728965 -2.273810 -2.326920 0.82 -0.20 0.19
Cl 0.835314 -0.186798 2.807876 -0.47 0.23 1.84
H -3.299969 2.973857 -0.179313 0.11 -0.07 0.00
H -1.018119 -1.858080 -3.295641 -0.18 0.00 0.20
H -1.580212 -2.736898 -1.821162 -0.05 0.22 -0.16
Cl 3.091152 -1.991499 2.327358 0.72 -0.36 0.35
C -0.114140 -1.203923 -1.454866 -4.56 1.24 -0.99
H -2.716207 -0.744839 -2.173189 0.22 0.00 0.08
O 0.732029 1.060796 0.217522 2.56 0.40 0.28
C -1.355103 2.080274 0.029506 0.16 0.50 0.41
C -0.976081 -0.011285 -1.072615 1.37 -1.79 -0.51
C 3.380959 0.746049 2.330984 2.95 2.19 5.69
```
Forces are in eV/Å.

Values from the calculation:
Net charge: +1
Orbital gap (spin up / spin down): 0.2797 / 0.2621 Ha
HOMO (spin up / spin down): -12.47 / -12.78 eV
Multiplicity: 4

---

The following is a quantum chemistry calculation of a molecular structure, C25H49ClN4PtSi, from the Open Molecules 2025 dataset.

```
81
Properties=species:S:1:pos:R:3:forces:R:3
H -1.905686 -0.333875 2.958948 0.37 0.12 0.09
H 3.249623 2.762962 -0.841877 -0.23 -0.02 -0.02
H 0.229345 -5.563196 0.383952 0.01 -0.65 0.17
H 2.062980 -1.178703 -2.565299 0.08 0.20 0.18
C 3.051877 -2.184666 -0.953657 -0.50 -0.19 0.25
H -1.767041 -5.766307 0.341048 -0.08 0.02 -0.07
H -3.299990 -2.658561 -0.928681 0.17 -0.05 -0.04
C -0.614857 4.716062 -0.255249 -0.62 0.86 -0.29
C 1.898479 0.787516 2.289778 0.15 0.30 0.84
C -0.861485 2.524749 -0.641692 0.72 0.36 2.19
H -0.701806 -0.177309 4.267230 -0.18 0.09 0.04
N -0.039160 3.603675 -0.803807 1.71 1.01 -1.10
H 4.199550 -3.979337 -1.477631 -0.02 0.13 -0.05
C 1.296031 -2.042790 2.817851 -0.40 0.38 0.38
H -3.930301 2.566878 -1.920489 0.09 -0.39 0.11
C 1.334583 3.644846 -1.406905 -0.72 0.17 0.72
C 3.963974 -1.960758 0.242731 0.34 0.34 0.18
H 1.581366 1.799826 2.015791 0.10 -0.23 0.09
N -2.018746 3.044218 -0.142148 -2.82 -0.15 0.21
C -1.849140 4.373123 0.133941 0.00 0.51 -0.25
N -0.163434 -3.539797 -0.075210 -0.13 0.52 0.45
H 1.038275 2.217946 -3.066998 0.08 0.12 0.01
H 1.171391 5.690318 -2.106598 0.13 -0.08 0.21
H 2.272113 3.469596 -3.310487 -0.10 -0.12 0.01
H -4.857200 1.340576 -1.020325 0.14 0.07 0.02
H 0.563956 3.913534 -3.386184 0.16 -0.33 0.08
C 1.796625 5.095100 -1.426265 0.60 0.46 -0.22
H 4.627739 -2.508091 -2.353479 -0.03 -0.07 -0.01
C 2.627913 -0.915710 -1.661834 0.26 0.73 -0.05
H -4.156500 3.958389 1.415967 0.12 -0.13 -0.09
H -2.282141 0.643722 0.937995 -0.35 0.34 0.21
H -3.971130 0.790567 1.521564 0.07 0.08 -0.19
H -3.113066 -3.480444 1.605064 0.18 0.03 -0.02
C -3.076593 1.360554 1.237049 0.04 -0.59 0.18
C -3.853890 1.756845 -1.176836 -0.22 -0.53 -0.44
H 2.250584 -2.274499 2.337850 -0.22 -0.02 0.03
H 4.879288 -1.463907 -0.098047 -0.07 -0.02 0.07
H 2.817972 5.125332 -1.838951 -0.31 -0.07 0.16
H -3.216503 0.956810 -1.561740 -0.35 0.25 0.06
H 2.810026 -4.793671 -0.238971 -0.19 -0.03 0.20
C 1.899214 -4.223785 -0.160188 -0.26 -1.13 0.20
C 0.567748 -2.428834 -0.344579 0.05 0.34 -0.66
C -1.638121 -3.603364 0.036011 0.39 0.20 0.15
C -4.395395 3.366878 0.527296 -0.52 0.35 0.04
H 2.776693 0.506296 1.694733 -0.22 0.13 0.09
H 2.180082 0.775586 3.355318 0.27 0.26 -0.10
H 3.533151 -0.360520 -1.946880 -0.18 -0.12 -0.08
H -1.539095 -4.129036 2.114378 -0.13 0.17 -0.05
H 1.831220 5.595443 -0.454840 0.02 -0.21 -0.01
H -5.337814 2.843449 0.747012 0.34 -0.05 -0.07
C -2.096176 -4.998005 -0.362513 -0.32 -0.15 -0.23
C 3.789974 -3.078487 -1.942910 0.22 -0.03 -0.38
H -0.990480 1.192709 3.175018 -0.08 -0.21 0.01
C -0.932025 0.098374 3.227888 0.25 -0.10 0.76
H -3.191975 -5.006376 -0.363504 0.17 -0.04 0.00
H 4.252498 -2.920224 0.690909 -0.11 0.16 -0.03
C -3.339703 2.343426 0.121472 0.95 0.61 0.03
H -4.616724 4.042160 -0.316286 0.14 -0.08 0.35
H -1.869905 -2.912678 -1.963394 -0.12 0.14 0.09
H 0.637719 -2.915581 2.775555 0.13 0.05 0.00
Cl -0.859160 1.189530 -1.738951 -0.01 -1.33 -2.06
H -1.739099 -2.373652 1.848772 -0.02 -0.22 -0.21
H 2.189251 3.243726 0.511110 0.07 -0.21 -0.41
N 1.841238 -2.904580 -0.503491 -0.29 0.42 0.31
H 3.142615 -3.377722 -2.770694 0.00 0.03 0.08
H 1.494007 -1.802643 3.869214 0.12 -0.30 0.12
C 2.206154 2.796028 -0.499423 0.28 -0.34 0.20
C -2.203707 -2.615131 -0.961667 -0.64 0.54 -0.28
Pt -0.065890 -0.484752 -0.015798 0.09 -0.96 -0.98
H 2.003302 -0.237174 -1.036609 0.46 -0.59 -0.31
Si 0.501104 -0.450305 2.132416 0.16 -0.42 -0.49
H -1.754577 -5.254149 -1.373524 -0.02 -0.01 0.18
C 0.636972 -4.620427 0.136953 1.08 0.12 -0.59
C 1.289156 3.260404 -2.875361 0.08 -0.15 -0.41
H -0.217917 5.713965 -0.362079 -0.02 -0.31 0.20
H -1.900623 -1.553700 -0.801863 -0.25 -0.83 0.10
C -2.027696 -3.370177 1.487436 -0.22 0.28 0.33
H 1.806270 1.766102 -0.416669 0.20 0.51 -0.03
H 3.505964 -1.337211 1.014385 -0.01 -0.08 -0.22
H -2.733905 1.906683 2.127018 -0.05 -0.16 -0.28
H -2.679370 4.996232 0.370931 -0.01 0.31 0.35
```
Forces are in eV/Å.

Values from the calculation:
Net charge: -2
Orbital gap (spin up / spin down): 0.0602 / 0.2638 Ha
HOMO (spin up / spin down): 2.34 / -2.93 eV
Multiplicity: 5

---

The following is a quantum chemistry calculation of a molecular structure, C34H57N3O2SiV, from the Open Molecules 2025 dataset.

```
98
Properties=species:S:1:pos:R:3:forces:R:3
C 1.903969 -3.291691 3.625866 0.40 -0.44 0.51
C -1.322667 -1.149334 3.487030 -0.20 0.20 0.68
O 0.322561 1.444551 -0.905554 1.42 0.23 -0.06
H 5.829349 -0.911977 0.511585 -0.27 0.00 0.03
H 1.780088 3.704079 -0.222464 0.00 0.05 -0.01
H -7.284979 -0.509483 -0.809682 0.32 -0.05 0.01
H 1.011908 -3.406527 4.262391 0.09 0.24 -0.39
C -0.545038 -3.655449 0.095278 -0.68 0.09 0.15
H -6.653521 0.688321 1.874325 0.25 -0.16 -0.04
H 1.807835 -1.727818 -0.750912 0.11 -0.25 0.25
H -0.674455 2.965070 -0.034996 0.14 0.02 -0.18
H -3.939626 -2.032195 -4.142051 0.23 0.15 0.37
H 3.422949 4.446738 2.570966 -0.31 -0.32 -0.16
C 4.974406 0.689967 3.741839 0.61 -0.34 0.28
H -4.969911 2.696364 0.038824 -0.06 -0.05 -0.17
C 1.037647 3.859975 -1.003428 0.04 0.06 0.06
H 2.839125 2.871688 3.153689 -0.03 0.20 -0.36
H -2.971971 -3.056344 2.417401 0.45 0.14 -0.22
C -3.211629 -0.203604 -0.124688 0.19 -0.11 -0.15
H 2.247975 1.896330 -1.652147 -0.47 -0.53 -0.08
C 4.639489 3.645086 0.404624 -0.47 -0.07 -0.08
H 3.864922 -1.663471 4.409120 -0.12 0.42 0.03
H 5.856638 0.315939 3.188560 -0.20 0.25 0.26
C 2.949510 3.497872 2.258248 0.02 0.52 0.41
C -3.350698 0.350507 -4.231228 0.07 -0.40 0.55
H -1.118901 -2.612012 -3.032816 -0.20 0.03 -0.08
H 6.101100 3.716602 -1.179933 -0.24 -0.43 0.43
H 5.142984 -0.845564 -1.097572 -0.14 0.14 0.30
H -3.158937 -0.899483 -6.000751 0.06 0.13 0.04
H -0.740111 2.957750 -1.803607 0.07 0.07 0.17
H 4.092307 -1.215511 0.283033 0.10 0.17 0.09
H 2.735089 -3.684867 4.221776 -0.05 0.16 -0.14
N 1.300762 -1.305357 2.332347 -0.18 -2.37 0.49
C -3.144724 -1.899365 -3.381241 -0.07 0.56 0.25
H -2.655914 0.131093 0.769833 -0.28 -0.14 -0.21
C 1.430279 1.156898 -1.810115 -0.05 -0.05 0.62
H 0.586193 4.845259 -0.866965 0.04 -0.04 0.05
C 5.530475 1.686961 -0.653305 -0.22 0.44 -0.33
H 1.792164 -3.955168 2.756435 -0.10 0.29 0.15
C 4.710399 0.868100 0.118649 0.24 0.27 0.35
C -1.762876 -3.767166 0.774383 0.32 0.01 0.01
C 3.266482 -1.148715 3.658238 0.25 -0.20 0.57
H -4.450994 0.267391 -4.276681 0.21 0.09 0.06
H 0.810749 2.136638 -3.638007 -0.08 -0.17 0.01
Si -5.058635 0.205161 0.027733 -0.47 0.33 -0.09
C 3.745760 0.063800 3.144067 -0.50 0.41 -1.62
H -3.095146 1.364132 -3.904191 -0.04 -0.13 -0.12
H -0.655257 -1.373604 4.339480 -0.19 0.23 -0.36
H 5.067542 0.355796 4.797622 0.01 0.28 -0.69
H -6.288597 -1.940338 -0.501736 0.05 0.17 -0.10
H -1.154077 -0.094854 3.212190 -0.13 -0.42 0.30
C 0.435258 -2.770756 0.534685 -0.17 -0.18 0.14
H 1.553718 3.871921 -1.963848 -0.03 -0.01 -0.01
C -5.410252 1.940472 -0.624290 0.13 0.03 0.03
C -6.267098 -0.919576 -0.907368 0.26 -0.15 -0.13
H 4.608818 4.729597 0.537185 0.02 -0.31 -0.08
H -4.993692 0.603930 2.509441 -0.15 -0.06 -0.04
H 2.607528 -2.870903 0.374802 -0.28 0.20 -0.10
C 2.160655 -1.866364 3.211115 -1.22 -0.10 -1.39
C 0.772816 1.355526 3.464550 -1.15 2.76 4.56
H -0.354973 -4.275767 -0.783327 -0.05 0.20 0.23
H -3.061503 0.843728 -6.284816 0.01 -0.07 -0.08
H -5.880875 -0.890454 2.131858 0.06 0.19 -0.02
C -5.699440 0.142841 1.807516 0.25 0.00 0.02
C -1.058763 -2.049783 2.327972 0.28 -0.30 -0.08
C -1.905896 -2.672041 -3.794097 0.06 0.04 -0.04
H -2.178759 -3.721732 -3.934726 0.13 0.01 -0.02
N 3.149997 0.616441 2.045184 1.97 -0.11 0.10
H -6.492353 2.128550 -0.686743 0.28 -0.05 0.04
C -0.068189 2.830957 -0.939626 -0.78 -0.38 -0.22
H 1.929422 3.739925 1.902448 0.40 -0.15 0.19
N 0.637775 1.898714 4.515835 0.31 -1.45 -2.71
C 5.483410 3.070608 -0.535778 0.20 0.31 -0.20
H -2.357419 -1.254299 3.845708 0.29 0.03 -0.18
H 1.711506 -3.475507 -1.022611 0.00 0.30 0.22
H -1.503739 -2.277903 -4.734634 -0.07 -0.16 0.17
H 6.217250 1.228090 -1.368498 -0.24 0.10 0.18
H -6.034624 -0.982180 -1.978437 -0.06 -0.02 0.15
C -2.772202 0.043312 -5.600882 0.06 0.05 -0.08
H 4.995544 1.795499 3.707486 -0.23 -0.62 -0.10
H -4.980286 2.067602 -1.626232 -0.08 0.04 0.15
H -1.679664 -0.015881 -5.582707 -0.12 0.08 0.07
H 0.110227 0.501323 -3.422552 0.17 0.18 0.18
C 4.932813 -0.599262 -0.044145 0.04 -0.75 -0.08
O -2.854690 -0.497827 -3.179823 -0.36 -0.35 -0.94
C -2.011570 -2.968899 1.891569 -0.22 -0.03 -0.45
H 1.834080 0.177256 -1.493050 -0.32 0.41 -0.12
H 1.813718 0.701708 -3.864518 -0.04 0.07 0.02
H -3.106367 -1.300726 -0.183525 0.12 0.31 0.11
C 3.801034 2.853565 1.200371 0.37 -0.21 0.14
C 1.001944 1.124151 -3.264626 -0.01 0.00 -0.12
C 0.198848 -2.009235 1.693642 0.46 -0.94 0.74
H -2.505236 -4.483061 0.422731 0.12 0.16 0.15
C 1.711918 -2.699053 -0.241507 0.50 -0.20 -0.27
H -3.529451 -2.260050 -2.414929 0.07 -0.02 -0.29
V 1.268194 0.463095 1.831012 -0.93 1.51 -3.17
H -2.680047 0.205796 -1.015771 -0.68 -0.21 0.62
C 3.858625 1.448478 1.086491 0.69 0.14 0.88
```
Forces are in eV/Å.

Values from the calculation:
Net charge: 0
Orbital gap (spin up / spin down): 0.2583 / 0.3242 Ha
HOMO (spin up / spin down): -6.47 / -8.31 eV
Multiplicity: 4